Record 1
The following is a quantum chemistry calculation of 2 unconnected molecules or ions with the total composition C5H12O, from the Open Molecules 2025 dataset.

Each line ends with the natural charge from an NBO analysis.
Cartesian coordinates (Å):
C1 1.228 0.428 0.520  -0.470
C2 0.454 -0.030 -0.463  0.058
C3 1.008 -0.922 -1.536  -0.647
C4 -0.966 0.432 -0.722  -0.443
C5 -1.470 1.515 0.202  -0.609
H1 2.286 0.197 0.476  0.200
H2 0.907 1.166 1.246  0.202
H3 0.335 -1.763 -1.721  0.218
H4 2.032 -1.227 -1.351  0.218
H5 1.010 -0.350 -2.479  0.216
H6 -1.001 0.766 -1.757  0.210
H7 -1.554 -0.499 -0.677  0.216
H8 -0.760 2.335 0.207  0.205
H9 -1.498 1.172 1.233  0.208
H10 -2.421 1.934 -0.121  0.217
O1 -0.048 -2.073 2.373  -0.941
H11 -0.010 -1.310 2.956  0.464
H12 0.465 -1.772 1.613  0.476

Energy relative to the best compared isomer or geometry (same formula, charge and spin) in kJ/mol: 69.5
HOMO level in eV: -9.62
LUMO energy in eV: 0.91
Kohn-Sham gap in eV: 10.53
2S+1: 1

Record 2
The following is a quantum chemistry calculation of a molecular structure, C32H27F9MoNO2PSe, from the Open Molecules 2025 dataset.

Each line ends with the Mulliken spin population.
Cartesian coordinates (Å):
Mo1 0.482 -0.118 -1.429  1.685
O1 2.493 -1.107 -3.008  0.008
N1 2.345 -1.025 -1.622  0.016
C1 3.305 -1.471 -0.902  0.046
C2 3.371 -1.505 0.550  0.030
C3 4.599 -1.920 1.068  0.018
C4 4.802 -2.019 2.437  -0.006
C5 3.770 -1.719 3.307  0.012
C6 2.534 -1.316 2.809  0.000
C7 2.326 -1.191 1.444  -0.024
P1 0.701 -0.676 0.886  -0.127
C8 -0.624 -1.170 1.967  -0.013
C9 -0.911 -0.449 3.131  0.008
C10 -1.925 -0.886 3.963  0.002
C11 -2.643 -2.034 3.639  0.001
C12 -2.355 -2.748 2.485  0.002
C13 -1.343 -2.318 1.641  -0.028
C14 0.657 1.113 0.646  0.187
C15 1.920 1.901 0.383  0.004
C16 2.800 4.207 -0.090  -0.001
C17 0.369 3.852 -0.094  0.005
C18 -0.636 3.193 0.489  -0.002
C19 -0.529 1.787 0.740  -0.018
H1 3.329 -0.675 -3.254  0.002
H2 4.168 -1.862 -1.436  -0.002
H3 5.404 -2.173 0.390  0.000
H4 5.762 -2.340 2.816  0.000
H5 3.915 -1.800 4.375  0.000
H6 1.730 -1.105 3.502  0.002
H7 -0.351 0.445 3.382  0.003
H8 -2.154 -0.338 4.866  0.000
H9 -3.434 -2.372 4.296  0.000
H10 -2.919 -3.638 2.240  0.000
H11 -1.115 -2.867 0.736  -0.005
H12 2.678 1.294 -0.109  0.005
H13 3.800 3.772 -0.122  0.000
H14 0.265 4.901 -0.343  0.000
H15 -1.566 3.697 0.713  0.001
H16 -1.428 1.243 1.018  -0.005
F1 3.041 1.870 -3.727  0.002
C20 3.075 2.599 -2.616  0.010
F2 3.663 3.752 -2.871  0.001
F3 3.865 1.912 -1.746  0.001
C21 1.642 2.772 -2.008  -0.025
O2 1.007 1.551 -2.193  0.131
C22 1.674 3.188 -0.466  0.004
F4 2.444 2.207 1.628  0.004
F5 2.750 5.269 -0.914  0.000
F6 2.554 4.671 1.153  0.000
C23 0.816 3.749 -2.931  0.005
F7 1.126 5.025 -2.779  0.000
F8 0.990 3.411 -4.202  0.001
F9 -0.490 3.602 -2.644  0.000
C24 -5.842 -1.539 0.625  -0.001
C25 -4.580 -1.589 -0.187  0.003
C26 -3.989 -2.798 -0.529  0.013
C27 -2.818 -2.869 -1.278  0.013
C28 -2.216 -4.210 -1.600  0.004
C29 -2.247 -1.671 -1.711  0.082
Se1 -0.580 -1.811 -2.698  -0.052
C30 -2.833 -0.431 -1.422  -0.017
C31 -2.356 0.873 -2.010  -0.042
C32 -3.986 -0.416 -0.648  -0.002
H17 -6.106 -2.520 1.014  0.000
H18 -6.674 -1.187 0.012  0.001
H19 -5.743 -0.849 1.463  0.000
H20 -4.454 -3.723 -0.206  0.000
H21 -2.831 -5.011 -1.195  0.000
H22 -1.209 -4.318 -1.187  0.001
H23 -2.138 -4.365 -2.677  0.000
H24 -1.278 1.102 -1.945  0.052
H25 -2.835 1.716 -1.514  0.000
H26 -2.579 0.939 -3.077  0.007
H27 -4.456 0.536 -0.424  0.000

Energy relative to the best compared isomer or geometry (same formula, charge and spin) in kJ/mol: 237.4
<S²>: 2.026
HOMO level (spin up / spin down) in eV: -13.91 / -14.01
LUMO energy (spin up / spin down) in eV: -7.81 / -7.83
Charge: +2
Kohn-Sham gap (spin up / spin down) in eV: 6.10 / 6.18
2S+1: 3

Record 3
The following is a quantum chemistry calculation of a molecular structure, C64H65Ge2O4PPdS4, from the Open Molecules 2025 dataset.

Each line ends with the Mulliken spin population.
Cartesian coordinates (Å):
Pd1 0.229 0.497 -0.133  1.384
O1 -1.591 -2.565 1.688  0.033
C1 -0.728 -2.051 1.007  -0.027
O2 -0.947 -1.293 -0.013  0.137
C2 0.746 -2.423 1.283  0.025
P1 1.945 -1.236 0.577  0.119
C3 2.789 -0.400 1.956  0.019
C4 2.851 -0.899 3.254  -0.013
C5 3.514 -0.195 4.246  -0.002
C6 4.127 1.014 3.950  0.003
C7 4.069 1.518 2.659  -0.001
C8 3.399 0.817 1.668  -0.052
C9 3.239 -2.276 -0.172  0.034
C10 2.967 -2.830 -1.422  0.033
C11 3.886 -3.665 -2.035  -0.002
C12 5.092 -3.943 -1.409  0.009
C13 5.376 -3.383 -0.173  -0.003
C14 4.456 -2.549 0.446  0.013
H1 0.907 -3.383 0.778  -0.006
H2 0.891 -2.592 2.348  0.003
H3 2.377 -1.836 3.505  0.000
H4 3.551 -0.591 5.251  -0.001
H5 4.640 1.566 4.726  0.000
H6 4.526 2.466 2.424  0.000
H7 3.325 1.238 0.669  0.030
H8 2.028 -2.604 -1.916  0.003
H9 3.664 -4.092 -3.003  0.000
H10 5.813 -4.592 -1.887  0.001
H11 6.318 -3.594 0.314  0.000
H12 4.690 -2.109 1.405  0.004
C15 4.534 5.337 0.672  0.000
C16 4.086 4.876 -0.685  -0.004
C17 3.345 5.722 -1.502  0.001
C18 2.909 5.318 -2.752  0.012
C19 2.190 6.280 -3.649  0.002
C20 3.194 4.018 -3.193  0.009
C21 3.985 3.173 -2.416  -0.020
C22 4.445 1.822 -2.892  0.050
C23 4.412 3.620 -1.166  0.010
C24 2.716 3.611 -4.545  -0.016
C25 3.549 3.851 -5.632  0.000
C26 3.169 3.484 -6.910  0.002
C27 1.953 2.859 -7.105  0.001
C28 1.096 2.609 -6.037  -0.009
C29 1.465 3.013 -4.747  -0.028
Ge1 0.328 2.639 -3.184  -0.072
S1 1.240 0.854 -2.179  0.887
S2 -1.859 2.276 -3.574  0.135
Ge2 -2.043 3.320 -1.594  0.009
S3 -2.060 1.444 -0.390  0.891
S4 -0.021 4.267 -1.697  0.064
C30 -3.614 4.457 -1.256  0.001
C31 -4.681 3.999 -0.464  -0.032
C32 -5.777 4.823 -0.228  0.004
C33 -5.838 6.099 -0.760  0.000
C34 -4.792 6.547 -1.543  0.001
C35 -3.681 5.743 -1.796  -0.008
C36 -2.655 6.360 -2.688  0.004
C37 -1.682 7.208 -2.164  0.002
C38 -1.460 7.362 -0.685  -0.001
C39 -0.883 7.937 -3.040  -0.002
C40 -1.022 7.832 -4.414  0.000
C41 -0.159 8.625 -5.353  0.000
C42 -1.992 6.968 -4.913  -0.002
C43 -2.815 6.236 -4.073  0.000
C44 -3.885 5.349 -4.646  0.003
C45 -4.733 2.648 0.158  0.050
C46 -4.349 2.473 1.490  0.001
C47 -3.870 3.613 2.347  0.021
C48 -4.380 1.194 2.038  0.026
C49 -4.781 0.093 1.298  -0.023
C50 -4.735 -1.286 1.884  0.002
C51 -5.182 0.301 -0.019  0.022
C52 -5.165 1.559 -0.601  0.002
C53 -5.545 1.724 -2.046  0.000
C54 -0.171 1.886 -6.335  -0.008
C55 -1.256 2.586 -6.863  0.000
C56 -1.172 4.067 -7.097  0.006
C57 -2.425 1.898 -7.160  -0.002
C58 -2.539 0.534 -6.943  0.002
C59 -3.824 -0.192 -7.216  0.000
C60 -1.433 -0.151 -6.453  -0.001
C61 -0.243 0.500 -6.159  0.032
C62 0.948 -0.288 -5.693  -0.022
H13 4.918 6.357 0.633  0.000
H14 5.319 4.696 1.067  0.000
H15 3.700 5.327 1.376  0.000
H16 3.112 6.723 -1.162  0.000
H17 2.036 7.230 -3.143  0.000
H18 1.214 5.901 -3.958  0.000
H19 2.768 6.465 -4.556  0.000
H20 4.296 1.690 -3.962  -0.001
H21 3.913 1.017 -2.384  -0.023
H22 5.507 1.699 -2.677  0.002
H23 5.035 2.965 -0.566  0.001
H24 4.508 4.323 -5.458  0.000
H25 3.824 3.675 -7.749  0.000
H26 1.652 2.544 -8.096  0.000
H27 -6.582 4.442 0.386  -0.001
H28 -6.691 6.735 -0.568  0.000
H29 -4.817 7.538 -1.978  0.000
H30 -2.223 6.859 -0.095  0.000
H31 -1.456 8.415 -0.403  0.000
H32 -0.491 6.944 -0.405  0.000
H33 -0.138 8.609 -2.630  0.000
H34 0.531 9.267 -4.808  0.000
H35 -0.764 9.255 -6.004  0.000
H36 0.429 7.965 -5.992  0.000
H37 -2.127 6.886 -5.985  0.000
H38 -4.018 5.549 -5.707  0.000
H39 -4.842 5.503 -4.148  0.000
H40 -3.624 4.293 -4.530  0.000
H41 -3.676 4.515 1.769  -0.005
H42 -2.953 3.335 2.867  -0.002
H43 -4.612 3.862 3.109  0.000
H44 -4.053 1.053 3.061  0.003
H45 -4.930 -1.262 2.955  0.000
H46 -3.742 -1.718 1.745  -0.001
H47 -5.470 -1.937 1.412  0.000
H48 -5.500 -0.548 -0.613  0.002
H49 -6.059 0.837 -2.409  0.000
H50 -4.660 1.869 -2.673  0.001
H51 -6.192 2.588 -2.200  -0.001
H52 -0.699 4.578 -6.257  -0.001
H53 -2.165 4.489 -7.237  0.000
H54 -0.582 4.293 -7.987  0.000
H55 -3.274 2.448 -7.548  0.000
H56 -4.528 0.441 -7.754  0.000
H57 -4.296 -0.503 -6.284  0.000
H58 -3.650 -1.090 -7.809  0.000
H59 -1.495 -1.221 -6.301  -0.001
H60 0.746 -1.357 -5.753  0.000
H61 1.218 -0.059 -4.660  0.035
H62 1.826 -0.068 -6.303  0.001
C63 0.294 2.789 3.270  0.004
C64 0.332 1.916 2.047  -0.111
O3 -0.045 0.718 2.122  0.144
O4 0.762 2.390 0.958  0.208
H63 -0.598 2.571 3.855  0.000
H64 0.331 3.838 2.993  0.001
H65 1.163 2.551 3.885  0.002

Energy relative to the best compared isomer or geometry (same formula, charge and spin) in kJ/mol: 0.0
<S²>: 6.022
HOMO level (spin up / spin down) in eV: -7.36 / -8.20
LUMO energy (spin up / spin down) in eV: 0.38 / -2.65
Kohn-Sham gap (spin up / spin down) in eV: 7.74 / 5.55
2S+1: 5

> Which of these has the lowest 2S+1?

C5H12O